# 1
55
Properties=species:S:1:pos:R:3:forces:R:3 method="wB97M-V/def2-TZVPD" homo_energy_ev=-12.4 charge=+1 e_above_lowest_kcal_mol=0.0 gap_ev=9.963
N -1.0499 -6.9889 -0.0312 0.56 0.98 -0.74
C -1.0442 -6.7618 1.3206 2.22 -1.10 -1.42
O -1.9925 -6.3829 1.8916 -3.23 1.48 2.23
C 0.2452 -7.0211 2.0421 0.57 -0.13 -0.06
C 1.1640 -5.8128 1.9684 -0.74 -0.42 -0.23
N 0.4340 -4.6384 2.5645 1.27 -0.53 -0.59
C -0.0304 -3.6679 1.5316 -0.20 1.57 0.39
C -0.6157 -2.5434 2.4063 -0.09 0.27 0.36
C 0.0342 -2.7547 3.8153 -0.82 -1.25 -0.58
C 1.1603 -3.7316 3.4693 0.42 1.57 0.70
H -1.7870 -6.4463 -0.4697 -0.30 -0.43 -0.05
H -0.1753 -6.7370 -0.4843 0.02 -0.62 -0.06
H 0.7222 -7.8800 1.5957 0.39 -0.27 -0.01
H 0.0468 -7.2252 3.0817 -0.28 -0.30 0.33
H 2.1031 -6.0190 2.4534 0.24 0.26 0.37
H 1.3367 -5.5940 0.9272 0.37 0.38 -0.26
H -0.3538 -4.9758 3.1261 -0.31 -0.19 -0.45
H 0.8262 -3.2290 1.0413 0.61 -0.54 -0.15
H -0.6531 -4.0949 0.7650 -0.52 -0.33 0.15
H -1.6925 -2.6324 2.3617 -0.27 0.18 0.55
H -0.3445 -1.5320 2.1315 0.04 0.02 -0.83
H 0.3327 -1.8657 4.3369 0.23 0.40 -0.04
H -0.6994 -3.2774 4.4225 0.00 -0.01 0.49
H 1.7294 -4.1748 4.2735 -0.45 -0.66 0.30
H 1.8885 -3.1661 2.9021 0.29 -0.17 -0.44
O 0.6390 0.7629 1.5329 -0.13 -0.28 0.20
S 0.8860 2.1760 1.6342 0.26 0.54 -0.58
O 0.4473 2.8987 2.7823 -0.12 -0.22 0.30
O 0.3483 2.8835 0.3254 0.23 -0.20 0.04
C -1.0184 2.6422 -0.0765 -0.79 0.07 -0.21
C -2.0043 3.4445 0.7482 0.12 -0.03 0.30
C 2.5964 2.4942 1.3693 0.07 -0.06 -0.04
H -1.2392 1.5739 -0.0340 0.19 -0.02 0.11
H -1.0825 2.9484 -1.1188 0.31 0.08 0.01
H -2.0305 3.1002 1.7822 -0.02 -0.01 -0.01
H -3.0069 3.3488 0.3317 0.04 0.00 -0.09
H -1.7235 4.4970 0.7615 -0.03 0.01 -0.10
H 2.9162 1.9754 0.4698 -0.02 0.02 -0.01
H 3.1364 2.1202 2.2366 -0.06 0.00 0.03
H 2.7386 3.5671 1.2730 -0.04 0.01 0.01
O 0.6987 6.3843 -3.0144 0.15 -0.18 0.22
S -0.5210 5.9126 -3.5893 -0.24 0.34 -0.54
O -1.2488 4.8457 -2.9726 0.07 -0.16 0.27
O -0.2644 5.5498 -5.1168 -0.12 0.13 0.08
C 0.8256 4.6613 -5.4261 0.42 -0.49 -0.13
C 0.4802 3.2109 -5.1496 -0.15 0.01 0.22
C -1.6098 7.2671 -3.8636 -0.04 0.03 -0.05
H 1.7219 4.9678 -4.8846 -0.10 0.11 0.09
H 1.0243 4.7988 -6.4870 -0.16 0.19 0.00
H 0.3643 3.0297 -4.0810 0.03 0.01 -0.01
H 1.2703 2.5587 -5.5224 0.02 0.06 -0.06
H -0.4599 2.9417 -5.6311 0.04 0.00 -0.07
H -1.0648 8.0560 -4.3741 0.02 -0.02 0.00
H -1.9520 7.6108 -2.8899 0.05 -0.05 0.03
H -2.4525 6.9246 -4.4585 0.01 -0.03 0.01

# 2
39
Properties=species:S:1:pos:R:3:forces:R:3 method="wB97M-V/def2-TZVPD" homo_energy_ev=-15.4 charge=+2 e_above_lowest_kcal_mol=0.0 gap_ev=7.287
Au 0.0575 0.3999 -0.6876 0.27 -0.59 -0.67
O -1.0794 -3.9662 0.7322 0.09 0.12 0.02
C -0.9636 -2.7610 0.1975 -0.08 0.03 -0.05
O -1.6294 -1.7989 0.4802 0.01 -0.17 -0.09
C 0.0757 -2.7307 -0.8990 -0.36 -0.29 0.19
C 0.6043 -3.8941 -1.4252 -0.05 0.03 -0.11
C 1.3201 -3.8438 -2.6196 -0.07 0.08 0.00
C 1.4230 -2.6313 -3.2781 0.00 -0.07 -0.02
C 0.9051 -1.5041 -2.6682 0.23 -0.21 -0.13
N 0.3001 -1.5411 -1.4780 0.15 0.24 0.42
C 0.9019 -0.1726 -3.3373 -0.10 0.52 0.07
O 1.2937 0.0583 -4.4332 0.06 -0.26 0.04
O 0.3356 0.7770 -2.5685 -0.25 0.17 -0.55
H -1.8107 -3.9654 1.3716 -0.05 -0.03 0.00
H 0.4102 -4.8324 -0.9271 -0.03 0.00 0.00
H 1.7283 -4.7474 -3.0516 0.04 0.01 0.02
H 1.8890 -2.5224 -4.2487 0.00 0.00 0.00
N -0.9014 2.0910 1.8808 -0.24 -0.28 -0.02
C -0.4240 0.8492 2.2138 0.17 0.12 0.00
C -0.5231 0.4341 3.5492 0.03 0.00 0.00
C 0.0741 -0.7349 3.9354 0.02 -0.01 0.01
C 0.7997 -1.4816 2.9957 -0.01 0.02 0.03
C 0.8179 -1.0468 1.7074 0.19 0.03 -0.01
N 0.1762 0.0832 1.3013 -0.04 -0.07 0.40
C -0.7410 2.8618 0.7518 0.10 0.19 -0.09
C -1.0651 4.2164 0.8673 0.00 -0.04 0.05
C -0.9025 5.0565 -0.2030 0.01 -0.01 -0.04
C -0.4165 4.5343 -1.4014 -0.02 0.03 -0.04
C -0.1252 3.2044 -1.4771 -0.01 -0.03 0.09
N -0.2873 2.3615 -0.4115 -0.03 0.46 0.34
H -1.2967 2.5977 2.6583 -0.07 -0.02 -0.01
H -1.0459 1.0597 4.2602 -0.01 -0.01 0.00
H 0.0123 -1.0587 4.9657 0.00 0.00 0.00
H 1.3337 -2.3795 3.2698 0.01 0.01 0.01
H 1.3697 -1.5748 0.9399 -0.04 0.03 0.11
H -1.4254 4.5871 1.8176 0.00 0.00 0.00
H -1.1403 6.1076 -0.1098 -0.01 0.00 -0.01
H -0.2760 5.1487 -2.2784 0.01 0.01 0.02
H 0.2255 2.7593 -2.3923 0.05 -0.03 0.03

# 3
14
Properties=species:S:1:pos:R:3:forces:R:3 method="wB97M-V/def2-TZVPD" homo_energy_ev=-7.8 charge=0 e_above_lowest_kcal_mol=125.1 gap_ev=8.905
C -1.9262 0.4291 0.2053 -0.11 -0.02 0.01
C -1.0387 -0.7741 -0.0643 -0.46 -0.01 -0.15
C 0.9410 -0.4026 0.7643 0.18 0.02 0.29
C 1.8600 -0.2827 -0.4105 0.15 -0.01 -0.09
C 0.4662 0.1334 -0.6921 0.26 0.31 0.01
O -0.4405 -0.6630 -1.3578 -0.07 0.00 0.15
H -1.8696 0.7126 1.2631 -0.04 -0.09 -0.18
H -2.9342 0.0298 0.0420 0.03 0.07 0.04
H -1.8027 1.3188 -0.4299 -0.01 -0.19 0.04
H 0.9293 0.3845 1.5116 0.13 -0.12 -0.10
H 0.7787 -1.4006 1.1463 -0.04 0.24 -0.13
H 2.5852 0.5259 -0.3975 -0.10 -0.14 -0.09
H 2.1961 -1.2110 -0.8623 -0.06 0.14 0.09
H 0.2555 1.1999 -0.7183 0.11 -0.20 0.09

# 4
40
Properties=species:S:1:pos:R:3:forces:R:3 method="wB97M-V/def2-TZVPD" homo_energy_ev=-10.0 charge=0 e_above_lowest_kcal_mol=47.6 gap_ev=10.162
Br -3.4044 -1.0644 -8.2148 1.34 -0.46 1.02
C -1.8750 -1.5899 -7.0038 1.29 1.64 0.51
C -0.7852 -0.4625 -6.8232 -0.12 0.32 -0.90
Br 0.6901 -1.1838 -5.7678 -0.28 -0.02 0.08
H -1.3262 -2.4709 -7.3364 -0.60 0.02 -0.50
H -2.2024 -1.7709 -5.9800 -0.71 -0.14 -0.36
H -1.0607 0.4983 -6.3884 -0.68 -0.55 0.65
H -0.2815 -0.0780 -7.7101 -0.25 -0.82 -0.49
Br 3.7451 1.1882 1.2970 -0.97 -0.22 -0.94
C 2.3257 0.7664 -0.0860 -0.47 -0.19 0.51
C 0.9876 0.4932 0.6438 0.34 -0.27 -0.49
Br -0.5233 0.2040 -0.6613 0.99 0.24 0.64
H 2.6581 -0.1326 -0.6049 0.07 0.08 0.24
H 2.2799 1.5664 -0.8249 0.05 0.18 0.45
H 0.6660 1.2707 1.3367 0.10 0.05 -0.36
H 1.0740 -0.4488 1.1853 -0.13 0.14 -0.06
Br -1.7239 -4.4167 4.9733 -1.68 -0.51 0.68
C -3.5264 -4.8877 5.8067 -0.26 -0.96 0.60
C -3.3963 -6.0511 6.8645 0.80 1.67 0.24
Br -5.0013 -6.1348 8.0212 0.37 -0.18 -0.80
H -4.2940 -5.1370 5.0741 0.69 -0.33 -0.60
H -3.9737 -3.9952 6.2444 0.79 0.09 0.38
H -2.6407 -5.7714 7.5987 0.01 0.14 -0.16
H -3.0605 -7.0228 6.5023 -0.74 0.08 -0.34
Br -2.9634 3.4881 3.7222 0.20 -0.82 0.68
C -3.2936 2.1425 5.1705 -0.77 0.85 0.14
C -4.7373 1.6113 5.0135 0.99 -0.59 -0.80
Br -6.0388 3.0218 5.2357 -0.03 -0.29 0.26
H -3.1953 2.6998 6.1022 -0.20 0.18 -0.14
H -2.4754 1.4240 5.2182 -0.36 -0.26 -0.68
H -4.9556 0.7335 5.6217 0.03 0.49 0.71
H -4.8987 1.2029 4.0158 0.15 0.42 -0.18
Br 7.7516 3.6528 -6.8992 0.20 0.14 0.38
C 7.8381 4.1716 -5.0003 -0.56 -1.01 0.31
C 6.6635 3.4400 -4.2620 0.18 0.63 -0.47
Br 4.9095 4.1968 -4.8091 0.72 -0.50 0.24
H 7.9095 5.2592 -5.0147 -0.61 -0.20 0.34
H 8.7796 3.7868 -4.6082 -0.03 -0.09 -0.13
H 6.6389 3.4270 -3.1724 0.40 0.85 -0.04
H 6.7165 2.3734 -4.4805 -0.30 0.17 -0.63

# 5
91
Properties=species:S:1:pos:R:3:forces:R:3 method="wB97M-V/def2-TZVPD" homo_energy_ev="-17.3 / -16.8" charge=+3 gap_ev="5.291 / 4.446"
Ti 0.9643 -0.3505 -1.1001 1.45 0.79 -0.29
P 0.1114 1.4197 -2.5689 -0.95 0.92 -1.48
P 1.9990 -2.2488 0.0735 0.56 -1.99 0.89
N 2.1072 -0.8490 -2.6100 -1.91 0.10 1.21
C 1.2986 1.1268 -3.9396 0.27 0.01 -0.13
H 0.7604 1.2579 -4.8878 0.22 0.09 0.18
H 2.0743 1.9046 -3.8906 -0.19 -0.21 0.00
C 1.9584 -0.2589 -3.9325 0.40 0.37 -0.96
H 1.3911 -0.9683 -4.5697 0.18 0.15 0.41
H 2.9566 -0.1693 -4.4080 -0.41 -0.18 0.23
C 2.9393 -2.0460 -2.6004 0.81 -0.45 -0.26
H 3.8838 -1.8417 -3.1444 -0.47 -0.03 0.12
H 2.4238 -2.8321 -3.1899 0.03 0.42 0.22
C 3.2932 -2.5575 -1.1988 0.19 0.21 -0.14
H 4.2304 -2.0941 -0.8596 -0.26 -0.09 -0.08
H 3.4595 -3.6416 -1.2514 0.08 0.27 0.09
C 1.1951 -3.9037 0.2581 -0.47 -0.05 -0.24
C -0.1490 -3.8136 0.9808 -0.21 -0.05 0.16
H -0.6081 -4.8120 1.0118 0.12 0.28 0.00
H -0.8471 -3.1508 0.4597 0.07 -0.10 0.15
H -0.0409 -3.4625 2.0166 -0.05 -0.16 -0.31
C 2.8951 -1.8126 1.6354 0.07 0.57 0.06
C 1.9406 -1.7787 2.8348 -0.17 0.05 0.23
H 2.3983 -1.1972 3.6504 -0.09 -0.23 -0.27
H 1.7342 -2.7869 3.2253 0.11 0.32 -0.18
H 0.9776 -1.3021 2.5932 0.34 -0.14 0.09
C 0.3695 3.1762 -2.0442 0.38 0.02 0.59
C -0.7088 3.6332 -1.0571 -0.17 0.09 0.33
H -0.3796 4.5602 -0.5635 -0.09 -0.24 -0.23
H -0.8895 2.8885 -0.2645 0.08 0.27 -0.36
H -1.6659 3.8452 -1.5565 0.34 -0.06 0.11
C -1.5457 1.2308 -3.3738 -0.20 -0.42 0.17
C -2.6670 1.0727 -2.3433 -0.25 -0.02 -0.03
H -3.6062 0.8531 -2.8728 0.25 0.11 0.17
H -2.8164 1.9891 -1.7555 0.04 -0.31 -0.18
H -2.4782 0.2388 -1.6568 -0.10 0.24 -0.02
C -0.5758 -1.5046 -1.6211 -6.80 -5.70 -2.99
O -1.3933 -2.2377 -2.0566 4.54 4.00 2.26
C 4.1368 -2.6631 1.9184 0.15 -0.19 0.03
H 3.8748 -3.6790 2.2352 0.13 0.36 -0.10
H 4.8107 -2.7247 1.0574 -0.04 -0.02 0.25
H 4.6915 -2.1930 2.7415 -0.12 -0.08 -0.21
C 0.5491 4.1730 -3.1926 -0.05 0.07 -0.26
H 0.8473 5.1386 -2.7625 -0.03 -0.25 -0.08
H 1.3309 3.8688 -3.8962 -0.15 0.17 0.10
H -0.3819 4.3341 -3.7481 0.34 -0.02 0.19
C -1.8848 2.3099 -4.4043 -0.07 0.08 -0.19
H -2.7690 1.9781 -4.9668 0.24 0.06 0.15
H -2.1467 3.2642 -3.9293 0.09 -0.29 -0.11
H -1.0809 2.4729 -5.1315 -0.19 0.06 0.13
C 2.0815 -4.9895 0.8724 0.12 -0.18 0.02
H 2.2118 -4.8521 1.9535 -0.06 -0.01 -0.32
H 1.5807 -5.9578 0.7319 0.12 0.27 0.00
H 3.0649 -5.0616 0.3939 -0.15 -0.02 0.18
H 0.9890 -4.1799 -0.7907 0.07 0.03 0.14
H -1.4438 0.2679 -3.9041 0.02 0.16 0.04
H 3.2330 -0.7788 1.4358 -0.01 -0.24 0.09
H 1.3281 3.1157 -1.4964 -0.18 0.10 -0.11
H 2.5779 0.4218 -1.2709 -0.22 1.11 1.90
H 2.1551 0.7300 -0.4509 2.09 0.40 -1.11
C -4.1492 1.4937 1.0099 -0.27 0.12 -0.11
C -2.8647 2.0455 1.6395 0.16 0.33 -0.97
C -3.1192 2.5270 3.0717 0.12 -0.08 0.33
P -1.3743 0.9268 1.4194 -0.18 -0.52 1.03
C -0.0952 1.8145 2.4887 -0.17 -0.04 -0.44
C 0.0058 1.3353 3.9362 0.15 0.06 0.34
C 1.2824 1.8238 1.8200 0.08 0.17 0.17
C -1.8906 -0.7306 2.1483 0.59 0.07 -0.31
C -2.5336 -0.7485 3.5318 -0.16 -0.15 0.36
C -2.7999 -1.4774 1.1616 -0.11 -0.18 0.08
H -4.6467 0.7619 1.6617 0.18 0.23 -0.21
H -3.9852 1.0475 0.0210 -0.07 0.02 0.29
H -4.8530 2.3285 0.8718 0.18 -0.26 0.09
H -2.5626 2.9280 1.0468 -0.17 -0.15 0.18
H -3.3239 1.6959 3.7575 0.06 0.37 -0.18
H -2.2901 3.1237 3.4692 -0.26 -0.13 -0.03
H -4.0119 3.1683 3.0600 0.25 -0.13 -0.05
H -0.4704 2.8530 2.4971 0.15 -0.33 -0.11
H 0.3552 0.2955 4.0056 -0.19 0.27 0.00
H 0.7489 1.9599 4.4546 -0.17 -0.16 -0.13
H -0.9359 1.4430 4.4883 0.33 -0.04 -0.22
H 1.2402 2.2211 0.7964 -0.04 0.05 0.15
H 1.9568 2.4705 2.4012 -0.06 -0.23 -0.24
H 1.7273 0.8162 1.7920 -0.10 0.14 0.09
H -0.9246 -1.2675 2.2062 -0.37 0.07 -0.03
H -3.5275 -0.2815 3.5260 0.32 -0.19 0.00
H -2.6790 -1.8021 3.8179 0.01 0.28 -0.08
H -1.9163 -0.2903 4.3092 -0.27 -0.11 -0.22
H -2.4039 -1.4808 0.1418 -0.16 0.06 0.12
H -2.8945 -2.5236 1.4867 -0.01 0.27 -0.09
H -3.8104 -1.0495 1.1438 0.39 -0.20 -0.05